The following is a quantum chemistry calculation of C19H17F5N2Pt as an isolated structure at a distorted geometry, from OMol25.

XYZ file:
```
44
Properties=species:S:1:pos:R:3:lowdin_charge:R:1
C 1.20 0.72 -2.77 -0.189
C 0.59 -0.66 -3.16 -0.174
H 0.54 1.54 -3.02 0.083
H 2.12 0.83 -3.37 0.118
H 1.61 0.86 -1.73 0.012
H -0.02 -1.26 -2.40 0.031
H -0.18 -0.47 -3.90 0.109
H 1.37 -1.31 -3.54 0.101
C -0.74 2.33 -0.73 -0.082
C -1.66 3.29 -0.32 -0.004
C -2.89 2.90 0.21 -0.006
C -3.15 1.55 0.35 0.042
H 0.21 2.58 -1.18 0.112
H -1.39 4.33 -0.44 0.126
H -3.62 3.64 0.52 0.131
H -4.09 1.17 0.74 0.122
N -0.99 1.02 -0.56 -0.056
C -2.16 0.61 0.00 -0.200
C -2.23 -0.81 0.31 -0.201
N -1.11 -1.53 0.03 -0.043
C -1.01 -2.82 0.37 -0.042
C -3.21 -2.75 1.36 -0.007
C -2.04 -3.46 1.06 0.013
H -0.08 -3.32 0.08 0.106
H -1.90 -4.50 1.35 0.133
C -3.31 -1.43 0.97 0.050
H -4.20 -0.83 1.16 0.126
H -4.02 -3.24 1.91 0.134
Pt 0.52 -0.46 -0.91 1.239
C 1.76 -2.07 -0.89 -0.232
H 1.34 -2.92 -1.46 0.039
H 1.90 -2.34 0.16 0.029
H 2.72 -1.77 -1.33 0.036
F -0.12 -0.02 2.21 0.130
C 1.15 0.38 1.94 -0.140
C 1.67 0.28 0.67 -0.121
C 2.96 0.76 0.47 -0.110
F 3.53 0.79 -0.77 0.136
C 3.72 1.31 1.51 -0.046
F 4.95 1.78 1.27 0.199
C 3.17 1.39 2.79 -0.071
F 3.88 1.94 3.80 0.176
C 1.88 0.92 3.01 -0.022
F 1.32 1.02 4.23 0.214
```

Values from the calculation:
Max |F|: 4.832 eV Å⁻¹
Spin multiplicity: 5
E: -39768.8030 eV
Frontier orbital gap (alpha / beta): 5.4 / 5.2 eV
Total charge: +2